[1]
{"formula": "C36H39CsIN8O3S", "method": "wB97M-V/def2-TZVPD", "species": ["Cs", "C", "C", "C", "C", "C", "N", "C", "C", "C", "N", "C", "C", "C", "C", "C", "C", "C", "C", "N", "C", "C", "C", "N", "C", "C", "C", "C", "O", "C", "O", "H", "H", "H", "H", "H", "H", "H", "H", "H", "H", "H", "H", "H", "H", "H", "H", "H", "H", "H", "H", "H", "H", "H", "H", "H", "H", "H", "H", "N", "C", "C", "C", "C", "C", "C", "N", "C", "C", "C", "S", "C", "N", "H", "H", "H", "H", "H", "H", "H", "N", "C", "O", "C", "I", "H", "H", "H", "H"], "positions_angstrom": [[0.334, -0.571, -1.268], [-3.624, -2.261, 5.531], [-2.645, -1.803, 4.475], [-1.415, -1.331, 4.760], [-0.508, -0.872, 3.744], [0.701, -0.390, 4.225], [1.685, 0.323, 3.693], [1.734, 1.137, 2.480], [2.458, 2.444, 2.802], [2.846, 3.232, 1.553], [1.737, 3.396, 0.628], [0.828, 4.335, 0.715], [-0.352, 4.342, -0.036], [-1.281, 5.400, 0.159], [-2.493, 5.406, -0.456], [-3.491, 6.529, -0.293], [-2.800, 4.285, -1.265], [-1.964, 3.217, -1.483], [-2.511, 2.116, -2.295], [-2.041, 0.946, -2.397], [-2.795, -0.020, -3.177], [-3.588, -1.010, -2.316], [-2.849, -2.142, -1.592], [-2.117, -1.742, -0.398], [-2.716, -1.837, 0.712], [-2.182, -1.547, 2.054], [-2.998, -1.888, 3.097], [-0.845, -1.015, 2.327], [-0.023, -0.761, 1.430], [-0.638, 3.232, -0.915], [0.239, 2.349, -1.151], [-3.221, -2.117, 6.533], [-3.861, -3.320, 5.410], [-4.564, -1.709, 5.463], [-1.094, -1.263, 5.796], [0.901, -0.621, 5.268], [2.483, 0.446, 4.297], [0.722, 1.322, 2.138], [2.254, 0.603, 1.682], [3.381, 2.233, 3.351], [1.827, 3.059, 3.449], [3.649, 2.720, 1.025], [3.215, 4.213, 1.846], [1.492, 2.684, -0.079], [1.004, 5.128, 1.439], [-1.000, 6.216, 0.821], [-3.171, 7.232, 0.475], [-4.474, 6.145, -0.014], [-3.609, 7.085, -1.226], [-3.781, 4.262, -1.735], [-3.442, 2.387, -2.817], [-2.090, -0.562, -3.814], [-3.506, 0.496, -3.833], [-4.289, -1.503, -2.996], [-4.200, -0.459, -1.598], [-2.142, -2.611, -2.286], [-3.586, -2.907, -1.327], [-3.750, -2.208, 0.751], [-3.983, -2.287, 2.861], [3.732, -4.679, -0.707], [3.902, -4.260, 0.597], [4.635, -4.759, 1.669], [4.536, -4.072, 2.865], [3.721, -2.935, 2.991], [2.996, -2.445, 1.919], [3.104, -3.112, 0.700], [2.490, -2.844, -0.513], [2.871, -3.802, -1.311], [2.423, -3.934, -2.696], [2.813, -4.881, -3.590], [1.967, -4.670, -5.054], [1.214, -3.267, -4.407], [1.519, -3.012, -3.174], [4.137, -5.496, -1.126], [5.252, -5.645, 1.578], [5.087, -4.427, 3.726], [3.654, -2.447, 3.956], [2.325, -1.600, 2.010], [3.517, -5.689, -3.457], [0.543, -2.646, -4.986], [0.968, 0.838, -6.449], [0.550, 0.691, -5.169], [0.253, -0.399, -4.703], [0.586, 1.927, -4.306], [-0.324, 3.654, -5.171], [0.927, 0.038, -7.057], [1.056, 1.749, -6.865], [1.624, 2.198, -4.125], [0.076, 1.766, -3.366]], "forces_ev_per_angstrom": [[0.872, -0.094, -0.799], [0.094, 0.060, -0.183], [-0.351, -0.132, 0.073], [0.219, 0.093, 0.044], [-0.078, 0.037, -0.088], [-0.028, -0.046, 0.091], [0.062, 0.110, -0.201], [0.077, 0.075, 0.109], [-0.080, -0.054, 0.040], [-0.061, 0.011, 0.018], [0.135, 0.015, 0.118], [-0.054, 0.022, 0.007], [0.010, 0.012, 0.071], [0.087, 0.008, 0.047], [-0.150, 0.185, 0.028], [0.103, -0.165, -0.085], [-0.054, -0.019, -0.035], [-0.125, 0.015, -0.146], [-0.044, -0.009, -0.067], [-0.013, 0.069, 0.278], [0.013, 0.032, 0.010], [-0.111, -0.033, -0.039], [-0.040, -0.026, 0.018], [-0.199, 0.159, 0.176], [-0.015, -0.009, 0.005], [-0.061, -0.051, 0.058], [0.022, -0.011, 0.009], [0.117, -0.008, -0.032], [-0.197, -0.052, 0.599], [0.162, 0.020, 0.072], [-0.233, 0.088, 0.026], [0.015, -0.001, -0.025], [0.006, 0.003, 0.015], [0.029, 0.002, 0.004], [-0.006, 0.003, -0.029], [-0.012, -0.010, -0.007], [0.011, 0.004, 0.026], [-0.049, -0.013, 0.008], [-0.005, -0.086, -0.010], [-0.009, 0.021, 0.012], [0.019, -0.019, 0.003], [0.016, -0.007, -0.069], [0.032, 0.060, -0.044], [-0.028, -0.032, -0.055], [0.009, 0.006, 0.001], [-0.012, -0.038, -0.025], [0.012, -0.023, -0.001], [0.021, 0.009, 0.009], [-0.003, -0.014, 0.017], [0.042, -0.021, 0.003], [-0.026, -0.037, -0.012], [-0.021, -0.009, 0.026], [-0.058, -0.006, -0.061], [-0.003, 0.013, 0.001], [0.017, 0.030, 0.040], [0.003, 0.035, 0.043], [-0.083, -0.037, -0.048], [-0.044, -0.076, -0.051], [0.038, 0.011, -0.017], [0.067, -0.207, -0.147], [-0.083, 0.125, 0.007], [0.031, -0.028, 0.005], [-0.018, -0.014, -0.063], [-0.036, 0.035, -0.078], [-0.004, 0.029, 0.061], [0.054, -0.084, 0.024], [-0.111, 0.011, 0.150], [0.116, 0.138, 0.174], [-0.005, 0.239, -0.027], [-0.115, -0.233, 0.048], [0.136, 0.173, -0.207], [-0.020, -0.226, 0.151], [0.086, -0.026, -0.022], [-0.003, 0.005, 0.016], [-0.025, 0.037, 0.011], [-0.013, 0.007, -0.026], [-0.004, -0.011, -0.027], [0.028, -0.052, 0.004], [-0.087, 0.034, -0.030], [0.033, -0.074, 0.033], [-0.104, -0.027, 0.116], [0.100, -0.158, -0.333], [-0.066, 0.220, 0.073], [0.052, 0.125, 0.006], [-0.016, -0.036, 0.022], [-0.002, -0.019, 0.008], [0.005, 0.025, 0.012], [0.012, 0.044, 0.042], [0.001, -0.124, 0.021]], "total_charge": 1, "homo_ha": -0.363, "total_energy_ha": -2774.92910, "e_above_lowest_kcal_mol": 0.0}

[2]
{"formula": "C36H40BiCl4O7P2S", "method": "wB97M-V/def2-TZVPD", "species": ["Bi", "C", "C", "C", "C", "C", "C", "P", "C", "C", "C", "C", "C", "C", "C", "C", "C", "C", "C", "C", "H", "H", "H", "H", "H", "H", "H", "H", "H", "H", "H", "H", "H", "H", "Cl", "C", "C", "Cl", "C", "Cl", "C", "O", "C", "O", "C", "Cl", "C", "C", "C", "C", "O", "P", "O", "O", "O", "C", "C", "C", "C", "H", "H", "H", "H", "H", "H", "H", "H", "H", "H", "H", "H", "H", "H", "H", "H", "H", "H", "O", "S", "C", "C", "C", "C", "H", "H", "H", "H", "H", "H", "H", "H"], "positions_angstrom": [[0.239, -0.461, -1.202], [2.526, 2.477, -4.204], [1.195, 2.775, -3.949], [0.751, 2.923, -2.641], [1.636, 2.774, -1.574], [2.973, 2.472, -1.840], [3.414, 2.326, -3.147], [1.147, 2.938, 0.197], [1.150, 4.773, 0.379], [0.843, 5.283, 1.646], [0.937, 6.637, 1.920], [1.375, 7.514, 0.936], [1.715, 7.021, -0.314], [1.605, 5.663, -0.591], [-0.649, 2.527, 0.036], [-1.628, 3.491, 0.289], [-2.980, 3.215, 0.139], [-3.383, 1.954, -0.255], [-2.424, 0.979, -0.499], [-1.059, 1.231, -0.359], [2.870, 2.360, -5.225], [0.497, 2.890, -4.770], [-0.290, 3.160, -2.454], [3.649, 2.326, -1.004], [4.450, 2.078, -3.342], [0.525, 4.595, 2.424], [0.684, 7.009, 2.905], [1.461, 8.572, 1.147], [2.072, 7.696, -1.082], [1.873, 5.295, -1.573], [-1.339, 4.489, 0.580], [-3.712, 3.994, 0.323], [-4.434, 1.726, -0.381], [-2.741, -0.007, -0.815], [-2.283, -6.034, 2.173], [-2.120, -4.744, 1.034], [-3.037, -4.594, 0.005], [-4.340, -5.718, -0.171], [-2.899, -3.532, -0.897], [-4.040, -3.307, -2.178], [-1.847, -2.627, -0.801], [-1.680, -1.621, -1.631], [-0.907, -2.797, 0.246], [0.115, -1.952, 0.332], [-1.059, -3.840, 1.145], [0.111, -3.991, 2.409], [4.106, 0.188, 4.005], [2.598, 0.003, 3.826], [1.864, 1.111, 4.569], [2.170, -1.367, 4.345], [2.160, 0.127, 2.455], [3.041, -0.177, 1.160], [4.249, 0.663, 1.018], [2.094, -0.113, -0.035], [3.384, -1.724, 1.453], [4.133, -2.617, 0.610], [5.546, -2.097, 0.350], [3.390, -2.841, -0.707], [4.188, -3.918, 1.401], [4.335, 0.200, 5.072], [4.435, 1.120, 3.546], [4.653, -0.628, 3.534], [2.109, 1.088, 5.633], [0.788, 0.982, 4.449], [2.148, 2.081, 4.155], [2.433, -1.467, 5.401], [2.670, -2.148, 3.773], [1.094, -1.499, 4.219], [5.509, -1.133, -0.154], [6.090, -2.816, -0.267], [6.079, -1.958, 1.293], [3.410, -1.932, -1.309], [2.349, -3.092, -0.496], [3.858, -3.653, -1.266], [4.621, -3.735, 2.386], [4.803, -4.651, 0.874], [3.182, -4.320, 1.533], [-2.628, -1.313, 2.489], [-1.498, -0.587, 3.125], [-1.770, -0.744, 4.953], [-2.130, 0.621, 5.531], [-2.819, 1.397, 4.411], [-1.968, 1.182, 3.172], [-0.873, -1.177, 5.399], [-2.589, -1.460, 5.023], [-1.225, 1.149, 5.842], [-2.774, 0.524, 6.407], [-2.920, 2.457, 4.654], [-3.820, 0.994, 4.237], [-1.042, 1.762, 3.191], [-2.492, 1.374, 2.238]], "forces_ev_per_angstrom": [[-0.186, -0.311, -0.014], [0.007, 0.009, 0.040], [-0.042, 0.005, -0.003], [0.041, 0.051, -0.040], [0.035, -0.054, 0.088], [-0.062, -0.035, 0.151], [0.038, 0.012, -0.059], [-0.019, -0.114, -0.147], [0.085, -0.039, 0.133], [-0.016, -0.086, -0.034], [-0.021, 0.018, -0.006], [0.007, -0.014, -0.004], [0.006, 0.027, -0.006], [-0.116, -0.041, -0.043], [-0.249, 0.028, -0.104], [0.135, -0.085, -0.052], [-0.071, 0.009, 0.071], [-0.017, 0.035, -0.010], [0.093, -0.134, 0.060], [0.048, 0.223, 0.169], [-0.003, -0.023, 0.010], [0.004, -0.001, 0.011], [-0.016, -0.025, 0.024], [0.028, -0.100, -0.026], [-0.007, 0.011, 0.028], [0.022, 0.031, 0.017], [-0.005, -0.019, -0.006], [0.003, -0.007, 0.000], [-0.009, -0.014, -0.004], [0.006, 0.006, -0.001], [0.058, 0.097, 0.017], [0.025, 0.001, 0.010], [0.017, -0.033, 0.014], [-0.041, 0.024, -0.010], [0.014, -0.026, 0.022], [-0.025, 0.103, -0.104], [0.094, 0.046, 0.093], [-0.044, 0.004, -0.007], [0.023, -0.021, 0.035], [-0.027, 0.023, -0.054], [-0.101, -0.091, 0.033], [0.342, 0.081, -0.027], [0.020, -0.106, 0.011], [-0.074, 0.210, -0.094], [-0.029, -0.045, -0.062], [0.034, 0.031, 0.067], [-0.084, 0.009, -0.220], [0.073, -0.004, 0.248], [0.006, -0.003, -0.130], [0.003, 0.048, -0.153], [0.061, 0.065, -0.015], [-0.033, -0.131, -0.327], [0.059, 0.001, 0.104], [-0.043, 0.274, 0.276], [0.122, 0.076, 0.023], [0.058, -0.186, -0.169], [-0.162, 0.122, 0.107], [-0.055, 0.140, 0.140], [-0.077, 0.062, 0.028], [-0.017, -0.018, 0.006], [0.011, -0.006, 0.030], [0.028, 0.009, 0.013], [-0.019, -0.003, 0.001], [-0.040, 0.024, 0.013], [-0.024, -0.009, 0.029], [-0.022, 0.001, 0.004], [-0.007, -0.027, 0.027], [0.034, -0.002, -0.009], [0.043, 0.004, -0.014], [-0.003, -0.003, 0.014], [0.005, -0.011, -0.019], [0.011, -0.044, -0.057], [0.034, -0.029, -0.017], [0.008, 0.000, -0.009], [0.024, -0.016, -0.023], [-0.015, -0.032, 0.010], [0.023, 0.004, 0.004], [-0.260, -0.087, -0.083], [0.031, 0.200, 0.214], [0.227, 0.064, -0.128], [-0.081, 0.034, -0.038], [0.002, 0.007, 0.054], [0.039, -0.111, 0.002], [-0.061, -0.037, 0.006], [-0.012, -0.021, -0.071], [0.001, 0.002, -0.008], [0.045, -0.015, 0.029], [-0.032, -0.006, -0.026], [0.009, 0.001, 0.003], [-0.004, -0.004, 0.012], [0.086, -0.005, -0.070]], "total_charge": -1, "homo_ha": -0.173, "total_energy_ha": -5059.03336, "e_above_lowest_kcal_mol": 0.0}

Asked for gap between HOMO and LUMO across the records above, the calculation gives 7.414; 7.032 eV in order.